Molecular formula: C3H9NO
Method: DFT, ωB97M-V with the def2-TZVPD basis set

Results
gap between HOMO and LUMO	0.381	Eh
relative energy (zero: lowest compared OMol25 entry of this formula, charge and spin)	143.2	kJ/mol
SMILES	NCCCO
HOMO energy	-0.343	hartree

Element x y z (Å)
O: -2.458 -0.237 0.520
N: 2.364 0.171 -1.054
C: -0.189 0.051 -0.296
C: 1.311 0.068 -0.022
C: -1.098 -0.016 0.907
H: -0.823 -0.862 1.523
H: 3.260 0.006 -0.611
H: 2.337 -0.583 -1.737
H: 1.323 1.018 0.561
H: -0.390 1.035 -0.758
H: 1.742 -0.690 0.654
H: -1.039 0.872 1.549
H: -0.430 -0.766 -0.996
H: -2.623 0.116 -0.367

=====

Molecular formula: C3H8N2
Method: DFT, ωB97M-V with the def2-TZVPD basis set

Results
gap between HOMO and LUMO	0.328	Eh
relative energy (zero: lowest compared OMol25 entry of this formula, charge and spin)	278.8	kJ/mol
SMILES	C=CN.C=N
HOMO energy	-0.292	hartree

Element x y z (Å)
N: -1.028 0.566 -0.410
N: 2.098 0.286 -0.207
C: 2.677 -0.452 -1.051
C: -2.129 -0.010 1.642
C: -1.961 -0.147 0.325
H: -1.132 0.568 -1.415
H: 2.665 1.021 0.209
H: 3.755 -0.598 -1.129
H: 2.042 -1.146 -1.606
H: -1.642 0.877 2.060
H: -2.853 -0.605 2.180
H: -0.013 0.549 -0.356
H: -2.479 -0.910 -0.241

=====

Molecular formula: C11H18OSi
Method: DFT, ωB97M-V with the def2-TZVPD basis set

Results
gap between HOMO and LUMO	0.361	Eh
relative energy (zero: lowest compared OMol25 entry of this formula, charge and spin)	0.0	kJ/mol
SMILES	CCO[Si](C)(C)Cc1ccccc1
HOMO energy	-0.330	hartree

Element x y z (Å)
Si: -1.214 -0.423 -0.750
O: -1.148 1.252 -0.925
C: -2.966 -1.129 -0.657
C: 3.903 0.217 0.647
C: 1.700 0.303 -0.248
C: 3.523 -0.801 1.494
C: 1.280 -0.690 0.623
C: -1.154 2.010 0.241
C: 2.995 0.771 -0.213
C: -0.410 -1.127 -2.285
C: -0.132 -1.106 0.643
C: -2.529 2.126 0.834
C: 2.232 -1.279 1.473
H: 1.858 -2.078 2.135
H: 0.962 0.765 -0.871
H: -2.496 2.718 1.739
H: -3.677 -0.345 -0.384
H: -0.186 -2.188 0.598
H: -0.425 1.569 0.955
H: -3.279 2.530 0.114
H: 4.942 0.507 0.595
H: -0.875 -0.759 -3.170
H: -3.078 -1.950 0.028
H: -0.796 3.003 -0.115
H: -0.594 -0.826 1.584
H: 0.637 -0.853 -2.342
H: -3.135 -1.410 -1.675
H: 3.220 1.572 -0.935
H: 4.241 -1.274 2.136
H: -2.867 1.112 1.065
H: -0.532 -2.217 -2.333

=====

Molecular formula: C3H3FS2
Method: DFT, ωB97M-V with the def2-TZVPD basis set

Results
gap between HOMO and LUMO	0.295	Eh
relative energy (zero: lowest compared OMol25 entry of this formula, charge and spin)	38.1	kJ/mol
SMILES	F/C=C\C(=S)S
HOMO energy	-0.325	hartree

Element x y z (Å)
S: 0.020 1.545 0.069
S: -2.094 -0.564 -0.087
F: 2.366 0.128 -0.172
C: 1.789 -1.065 0.019
C: 0.494 -1.202 0.179
C: -0.499 -0.160 0.069
H: 0.062 -2.174 0.291
H: 2.477 -1.995 0.021
H: -1.343 1.883 -0.077

=====

Molecular formula: C7H17N
Method: DFT, ωB97M-V with the def2-TZVPD basis set

Results
gap between HOMO and LUMO	0.339	Eh
relative energy (zero: lowest compared OMol25 entry of this formula, charge and spin)	399.9	kJ/mol
HOMO energy	-0.312	hartree

Element x y z (Å)
N: 0.068 0.587 -0.648
C: 0.614 -0.545 -0.906
C: 2.106 -0.835 -0.593
C: 2.813 1.161 0.920
C: 3.013 0.388 -0.391
C: -3.049 -0.692 -0.785
C: -3.011 0.330 0.354
C: -2.284 -0.214 1.585
H: -3.847 -0.409 -1.471
H: -3.284 -1.695 -0.437
H: 0.379 -1.168 -1.809
H: -2.862 -0.998 2.079
H: 1.826 1.617 0.943
H: -2.473 1.214 0.025
H: -1.314 -0.644 1.339
H: -2.118 -0.693 -1.346
H: -2.090 0.568 2.319
H: 2.185 -1.522 0.263
H: 2.498 -1.388 -1.452
H: 2.929 1.026 -1.267
H: -4.018 0.571 0.693
H: 4.032 -0.007 -0.351
H: 0.119 -0.119 0.261
H: 2.924 0.500 1.782
H: 3.555 1.953 1.002

=====

Molecular formula: C20H20N10O6STi
Method: DFT, ωB97M-V with the def2-TZVPD basis set

Results
gap between HOMO and LUMO	0.175	Eh
relative energy (zero: lowest compared OMol25 entry of this formula, charge and spin)	13.8	kJ/mol
net charge	-2
HOMO energy	-0.026	hartree

Element x y z (Å)
Ti: -0.627 -0.488 -1.958
S: 0.480 2.822 -0.223
O: -2.248 -0.954 -2.717
O: -0.902 3.214 -0.227
O: 1.440 3.646 -0.914
O: 0.760 -4.035 -4.202
O: 0.710 0.851 -5.542
O: 0.011 0.581 -3.443
N: -4.809 1.722 0.281
N: 1.544 -0.619 -1.242
N: -0.806 -2.796 -1.239
N: -0.985 -0.720 0.466
N: 2.881 1.097 -0.276
N: -2.445 0.153 -1.869
N: 0.536 1.279 -0.669
N: 0.081 -1.952 -3.469
N: -4.017 -2.508 -0.204
N: 2.014 2.809 5.557
C: 0.338 0.136 -4.628
C: 0.031 -3.759 -1.938
C: -2.604 -0.153 2.430
C: 2.235 3.242 1.886
C: -4.190 0.928 -0.311
C: 0.399 2.393 3.786
C: 0.247 -1.375 -4.772
C: 3.930 0.316 -0.471
C: -3.787 -1.406 -0.521
C: 0.975 2.826 1.489
C: 1.671 2.794 4.190
C: 3.879 -0.924 -1.092
C: 2.614 -1.350 -1.473
C: -3.314 -1.385 2.986
C: 1.697 0.625 -0.705
C: 0.324 -3.241 -3.344
C: -1.689 -0.484 1.339
C: 2.579 3.231 3.229
C: 0.059 2.415 2.444
C: -3.495 -0.105 -0.920
H: 0.979 -3.873 -1.402
H: 1.497 2.131 6.097
H: 3.005 2.693 5.713
H: -0.414 -4.756 -2.023
H: 2.449 -2.293 -1.984
H: -0.325 2.075 4.529
H: -3.315 0.568 2.010
H: -4.033 -1.082 3.748
H: 2.936 3.555 1.126
H: -0.600 -1.609 -5.432
H: -0.934 2.139 2.116
H: -0.912 -2.989 -0.251
H: -3.840 -1.900 2.183
H: -1.739 -2.796 -1.647
H: -2.601 -2.076 3.439
H: 1.148 -1.727 -5.285
H: -2.030 0.366 3.202
H: 3.567 3.557 3.540
H: 4.763 -1.517 -1.273
H: 4.882 0.708 -0.119

=====

Molecular formula: C5H8N2O2
Method: DFT, ωB97M-V with the def2-TZVPD basis set

Results
gap between HOMO and LUMO	0.360	Eh
relative energy (zero: lowest compared OMol25 entry of this formula, charge and spin)	329.2	kJ/mol
SMILES	NN1C(=O)OCC12CC2
HOMO energy	-0.329	hartree

Element x y z (Å)
O: -3.046 0.496 -0.090
O: -1.807 -1.330 0.053
N: -0.678 2.033 0.055
N: -0.752 0.646 -0.074
C: -1.979 0.003 0.007
C: -0.423 -1.661 -0.019
C: 1.606 -0.062 -0.768
C: 1.688 -0.032 0.734
C: 0.332 -0.286 0.084
H: 2.180 -0.887 -1.182
H: 1.989 -0.841 1.169
H: 1.791 0.952 1.277
H: -1.034 2.283 1.008
H: 1.878 0.812 -1.287
H: -0.234 -2.358 0.816
H: -1.353 2.350 -0.801
H: -0.157 -2.117 -0.984

=====

Molecular formula: C32H64O17
Method: DFT, ωB97M-V with the def2-TZVPD basis set

Results
gap between HOMO and LUMO	0.367	Eh
relative energy (zero: lowest compared OMol25 entry of this formula, charge and spin)	0.0	kJ/mol
SMILES	COC(=O)OC.COC(=O)OC.COC(=O)OC.COC(=O)OC.C1CCOC1.C1CCOC1.C1CCOC1.C1CCOC1.C1CCOC1
HOMO energy	-0.345	hartree

Element x y z (Å)
O: 9.656 14.402 3.999
O: 12.187 14.644 -0.064
O: 10.285 19.945 -0.379
O: 13.296 15.585 -1.793
O: 6.530 18.072 -5.153
O: 13.126 12.599 -3.568
O: 15.688 16.838 1.603
O: 11.469 19.014 1.299
O: 16.103 15.259 -5.996
O: 7.952 13.349 -2.904
O: 8.565 14.362 2.022
O: 12.936 10.554 -4.523
O: 12.404 10.785 -2.445
O: 11.255 16.133 -1.461
O: 12.319 19.454 -0.728
O: 7.585 13.838 3.979
O: 18.685 16.106 -1.314
C: 13.987 17.314 3.175
C: 8.600 14.210 3.211
C: 19.361 14.279 0.046
C: 16.210 17.872 2.471
C: 11.372 19.442 0.187
C: 12.836 11.432 -3.524
C: 13.499 18.720 -0.397
C: 14.540 15.085 -1.301
C: 17.930 16.020 -4.750
C: 9.254 12.833 -2.836
C: 10.062 16.049 -0.695
C: 14.503 16.258 2.205
C: 6.381 13.457 3.344
C: 9.737 12.673 -4.289
C: 6.745 16.703 -4.774
C: 19.959 15.683 -1.764
C: 15.278 17.907 3.699
C: 16.549 14.114 -5.285
C: 8.448 12.724 -5.114
C: 18.316 15.370 -0.129
C: 12.238 15.344 -1.038
C: 9.175 20.202 0.490
C: 7.806 16.712 -3.657
C: 12.299 11.552 -1.233
C: 7.331 12.842 -4.067
C: 20.130 14.248 -1.291
C: 8.402 18.127 -3.731
C: 7.179 18.909 -4.209
C: 12.966 11.111 -5.842
C: 17.807 14.539 -4.484
C: 16.547 16.400 -5.275
C: 10.807 15.024 3.450
H: 14.845 15.340 2.707
H: 15.762 17.235 4.415
H: 16.768 13.269 -5.936
H: 10.379 13.533 -4.479
H: 17.234 17.560 2.674
H: 11.418 12.174 -1.378
H: 11.600 14.316 3.206
H: 10.191 16.318 0.357
H: 6.528 13.504 -4.384
H: 18.198 16.629 -3.890
H: 13.277 17.693 -0.112
H: 14.470 14.036 -1.028
H: 10.311 11.757 -4.408
H: 13.183 12.116 -0.970
H: 5.824 16.257 -4.383
H: 8.432 13.576 -5.795
H: 14.150 18.793 -1.260
H: 11.166 15.787 4.133
H: 19.660 13.585 -2.021
H: 13.838 11.745 -5.956
H: 9.877 13.474 -2.209
H: 7.351 16.494 -2.693
H: 9.719 15.013 -0.650
H: 7.420 19.873 -4.650
H: 8.666 18.451 -2.724
H: 16.177 18.812 1.910
H: 6.891 11.860 -3.847
H: 15.756 13.815 -4.590
H: 17.673 14.346 -3.418
H: 9.494 20.492 1.488
H: 9.271 11.877 -2.282
H: 13.823 15.968 1.403
H: 8.646 21.056 0.065
H: 7.099 16.183 -5.668
H: 18.171 16.065 0.698
H: 5.678 13.262 4.146
H: 17.338 14.933 -0.358
H: 14.948 15.711 -0.503
H: 5.986 14.267 2.728
H: 12.058 10.856 -0.435
H: 15.230 18.899 4.142
H: 14.018 19.167 0.456
H: 20.761 16.319 -1.360
H: 15.248 15.179 -2.125
H: 10.558 15.488 2.494
H: 18.598 16.228 -5.589
H: 6.490 19.033 -3.363
H: 19.986 15.808 -2.847
H: 16.537 17.311 -5.878
H: 6.518 12.582 2.710
H: 9.287 16.684 -1.108
H: 15.803 16.631 -4.490
H: 12.041 11.645 -6.047
H: 13.401 16.782 3.932
H: 8.490 19.356 0.485
H: 13.266 17.932 2.639
H: 21.143 13.900 -1.106
H: 18.923 13.299 0.234
H: 8.547 15.933 -3.843
H: 9.253 18.180 -4.404
H: 13.083 10.300 -6.556
H: 20.063 14.480 0.857
H: 8.366 11.851 -5.764
H: 18.661 13.949 -4.817

=====

Molecular formula: C20H39NO6
Method: DFT, ωB97M-V with the def2-TZVPD basis set

Results
gap between HOMO and LUMO	0.354	Eh
relative energy (zero: lowest compared OMol25 entry of this formula, charge and spin)	1806.9	kJ/mol
HOMO energy	-0.339	hartree

Element x y z (Å)
O: -2.543 -0.961 0.843
O: -0.282 -4.276 -2.038
O: -0.359 -1.042 1.412
O: 2.781 -1.453 2.783
O: 1.819 -3.736 1.782
O: -0.172 -5.175 0.618
N: -1.308 -2.509 -0.988
C: 0.568 -3.087 1.078
C: -2.812 2.635 2.043
C: -1.668 -2.978 0.491
C: -0.616 -3.835 1.187
C: 0.474 2.476 -1.583
C: -0.241 4.571 -0.277
C: 2.580 1.375 -2.007
C: 0.456 -1.677 1.988
C: -0.807 -2.336 -3.264
C: -2.212 1.291 1.350
C: -1.533 -1.647 1.282
C: -2.988 0.280 1.312
C: 0.914 3.277 -0.273
C: 1.142 1.211 -1.837
C: -0.825 -3.101 -1.915
C: 2.905 -1.088 -2.534
C: 1.879 -0.897 2.148
C: -1.691 3.936 1.675
C: 3.278 0.176 -1.750
C: -1.666 4.274 0.181
H: -3.504 3.085 1.349
H: 1.857 3.766 -0.308
H: 1.511 0.088 2.553
H: -2.023 -2.332 -3.460
H: 2.002 -1.439 -2.264
H: -0.737 3.467 2.166
H: 2.290 -0.781 1.170
H: 1.163 0.845 -0.412
H: -1.825 1.679 0.273
H: 3.351 -0.197 -0.776
H: 2.978 -2.453 2.801
H: -1.841 -2.025 2.306
H: -2.101 3.595 -0.417
H: -0.636 -3.937 2.230
H: -0.668 2.247 -1.548
H: 0.623 3.073 -2.556
H: -0.174 -4.966 -0.395
H: 4.530 0.096 -2.025
H: 0.614 2.754 0.785
H: -1.629 -1.555 -0.957
H: -0.050 -2.731 -3.742
H: -4.095 0.489 0.979
H: 0.554 0.557 -2.282
H: -3.240 -0.023 2.650
H: -2.195 4.742 2.290
H: -1.242 1.065 1.882
H: -2.790 2.703 2.943
H: 0.175 5.444 0.500
H: 3.625 -1.930 -2.561
H: -2.528 -3.642 0.604
H: 1.263 -2.907 0.370
H: 2.652 1.717 -3.117
H: -2.247 5.263 0.080
H: -0.713 -1.260 -3.177
H: 0.387 -2.137 2.995
H: 2.731 -0.713 -3.653
H: -0.046 5.205 -1.126
H: 1.821 -4.703 1.414
H: 3.084 2.145 -1.272

=====

Molecular formula: C28H19F2N4PW
Method: DFT, ωB97M-V with the def2-TZVPD basis set

Results
<S²>	2.0707
multiplicity	3
gap between HOMO and LUMO (spin up / spin down)	0.226 / 0.247	Eh
relative energy (zero: lowest compared OMol25 entry of this formula, charge and spin)	6.1	kJ/mol
net charge	+2
HOMO energy (spin up / spin down)	-0.538 / -0.545	hartree

Element x y z (Å)
W: -0.396 -0.130 0.223
P: -2.921 -0.117 0.747
F: 4.221 2.496 0.341
F: 4.051 -1.185 3.182
N: 0.192 -5.589 -1.208
N: 0.213 1.612 -0.771
N: 1.248 -3.271 -5.021
N: -0.051 -1.358 -1.200
C: 0.481 -3.420 -2.567
C: -2.739 3.834 1.905
C: 1.506 0.191 1.048
C: 0.898 -3.349 -3.930
C: 4.169 0.662 1.762
C: 1.881 3.272 -1.097
C: -4.578 -0.113 0.034
C: -1.051 -2.880 2.972
C: -2.684 -1.332 2.058
C: 1.051 3.920 -1.997
C: 2.197 1.288 0.485
C: -1.242 1.524 2.032
C: -0.588 2.245 -1.649
C: 3.457 -0.388 2.308
C: -3.016 -2.280 4.236
C: -3.444 -1.441 3.216
C: 0.332 -4.651 -1.857
C: -0.691 2.713 2.492
C: -2.545 1.479 1.510
C: 2.133 -0.636 1.969
C: 1.451 2.102 -0.483
C: 3.524 1.486 0.858
C: 0.204 -2.315 -1.876
C: -1.824 -2.989 4.119
C: -1.490 -2.054 1.946
C: -1.450 3.872 2.428
C: -0.206 3.400 -2.283
C: -3.288 2.648 1.431
H: -4.357 -0.872 3.333
H: -3.327 4.741 1.868
H: 2.857 3.669 -0.874
H: -4.791 -1.093 -0.389
H: -4.641 0.637 -0.754
H: 5.202 0.839 2.029
H: 0.307 2.723 2.912
H: -1.046 4.804 2.797
H: 1.632 -1.476 2.434
H: -0.692 0.590 2.266
H: -4.286 2.646 1.013
H: -1.504 -3.640 4.922
H: -0.942 -2.140 0.989
H: -3.612 -2.378 5.133
H: -1.551 1.785 -1.838
H: -0.144 -3.460 2.866
H: -0.871 3.878 -2.988
H: -5.308 0.110 0.813
H: 1.386 4.830 -2.476

=====

Molecular formula: CHFIPS
Method: DFT, ωB97M-V with the def2-TZVPD basis set

Results
gap between HOMO and LUMO (spin up / spin down)	0.282 / 0.273	Eh
relative energy (zero: lowest compared OMol25 entry of this formula, charge and spin)	392.6	kJ/mol
HOMO energy (spin up / spin down)	-0.323 / -0.355	hartree

Element x y z (Å)
I: 0.639 2.768 2.370
S: 0.676 3.030 -2.196
P: 1.047 1.509 0.390
F: -1.103 2.676 -0.484
C: 0.176 2.523 -0.767
H: -0.702 -0.364 -0.736

=====

Molecular formula: C2H8N2S2
Method: DFT, ωB97M-V with the def2-TZVPD basis set

Results
gap between HOMO and LUMO	0.353	Eh
relative energy (zero: lowest compared OMol25 entry of this formula, charge and spin)	83.7	kJ/mol
SMILES	[H]/N=C/N.CSS
HOMO energy	-0.328	hartree

Element x y z (Å)
S: -0.425 -1.142 3.926
S: -1.976 0.184 3.648
N: 1.217 0.266 -1.916
N: -0.619 -0.055 -3.334
C: 0.359 0.721 -2.762
C: 0.723 -0.572 2.592
H: 0.526 -0.785 1.541
H: -1.360 0.548 -3.633
H: -0.285 -0.872 -3.788
H: 0.744 0.494 2.784
H: 1.918 1.010 -1.921
H: -2.859 -0.619 3.000
H: 0.330 1.805 -2.936
H: 1.707 -0.982 2.801